Run one
The following is a DFT calculation (ωB97M-V/def2-TZVPD) of a 2-piece molecular cluster, C4H7ClO overall.

Geometry (Å):
C (0.542, -1.274, 0.451)
C (0.255, -0.347, -0.765)
C (1.159, 0.083, 0.281)
C (-1.139, 0.130, -0.839)
O (-0.200, 1.524, 1.667)
Cl (2.754, 0.619, 0.288)
H (-0.325, -1.344, 1.165)
H (1.042, -2.205, 0.338)
H (0.801, -0.395, -1.635)
H (-1.819, -0.434, -1.457)
H (-1.089, 1.308, -0.942)
H (-1.560, -0.004, 0.199)
H (-0.421, 2.339, 1.250)

Results
- lowest unoccupied orbital energy (alpha / beta) (eV) = -1.12 / -1.12
- HOMO level (alpha / beta) (eV) = -9.1 / -9.1
- gap between HOMO and LUMO (alpha / beta) (eV) = 8.010 / 8.009

Atom charges from the natural (NBO) analysis, given in e for atoms 1 to 6: atom 1 (C): -0.45, atom 2 (C): -0.30, atom 3 (C): 0.27, atom 4 (C): -0.61, atom 5 (O): -0.92, atom 6 (Cl): 0.15

---

Run two
The following is a DFT calculation (ωB97M-V/def2-TZVPD) of a 2-piece molecular cluster, C4H7ClO overall.

Geometry (Å):
C (-0.593, -0.513, -0.181)
C (0.689, 0.239, -0.292)
C (-0.774, -1.973, 0.245)
C (0.642, 2.275, 0.021)
O (0.107, -0.256, -1.412)
Cl (2.172, -0.461, 0.261)
H (-1.551, -0.052, 0.060)
H (-0.528, -2.438, -0.718)
H (-1.849, -2.141, 0.667)
H (-0.172, -2.167, 1.128)
H (1.569, 2.420, 0.502)
H (-0.110, 2.397, 0.696)
H (0.398, 2.671, -0.975)

Results
- lowest unoccupied orbital energy (eV) = 0.92
- HOMO level (eV) = -9.5
- gap between HOMO and LUMO (eV) = 10.407

Atom charges from the natural (NBO) analysis, given in e for atoms 1 to 6: atom 1 (C): 0.02, atom 2 (C): 0.21, atom 3 (C): -0.66, atom 4 (C): -0.55, atom 5 (O): -0.48, atom 6 (Cl): -0.02

---

Run three
The following is a DFT calculation (ωB97M-V/def2-TZVPD) of an isolated molecule of C4H7ClO.

Geometry (Å):
C (-0.314, -0.394, -1.494)
C (-0.306, 0.538, -0.263)
C (0.860, 0.500, -1.135)
C (-0.250, -0.021, 1.153)
O (2.059, -0.190, -0.647)
Cl (1.282, 1.811, -2.236)
H (-0.276, -1.424, -1.462)
H (-0.942, -0.219, -2.352)
H (-0.789, 1.439, -0.505)
H (0.505, -0.841, 1.185)
H (-1.252, -0.642, 1.342)
H (0.140, 0.748, 1.841)
H (2.327, 0.299, 0.184)

Results
- lowest unoccupied orbital energy (eV) = 0.75
- HOMO level (eV) = -10.0
- structure (SMILES) = C[C@@H]1C[C@@]1(O)Cl
- gap between HOMO and LUMO (eV) = 10.792

Atom charges from the natural (NBO) analysis, given in e for atoms 1 to 6: atom 1 (C): -0.44, atom 2 (C): -0.26, atom 3 (C): 0.23, atom 4 (C): -0.63, atom 5 (O): -0.70, atom 6 (Cl): -0.03

---

What is the stability order? It is run three, run two, run one, from most stable to least stable.

---

Run one
The following is a DFT calculation (ωB97M-V/def2-TZVPD) of a 13-piece molecular cluster, C16H54F3N24O14 overall.

Geometry (Å):
C (8.519, 15.747, -24.547)
O (8.088, 15.139, -23.341)
O (8.451, 17.145, -24.321)
C (9.895, 15.210, -25.050)
F (9.916, 15.010, -26.420)
F (10.920, 16.044, -24.844)
F (9.978, 14.024, -24.554)
C (9.020, 15.029, -22.213)
C (8.244, 14.340, -20.975)
H (7.401, 14.938, -20.630)
H (7.733, 13.412, -21.229)
H (8.839, 14.271, -20.064)
H (9.333, 16.036, -21.937)
H (9.889, 14.372, -22.249)
H (7.663, 15.524, -25.185)
C (16.410, 11.854, -25.856)
O (16.514, 12.637, -24.903)
N (16.462, 10.536, -25.864)
N (16.068, 12.193, -27.066)
H (16.599, 9.845, -25.140)
H (16.325, 10.221, -26.814)
H (15.983, 11.561, -27.850)
H (15.959, 13.189, -27.191)
C (9.873, 22.414, -20.706)
O (10.417, 23.208, -19.984)
N (9.553, 21.182, -20.352)
N (9.774, 22.578, -22.000)
H (9.638, 20.975, -19.367)
H (9.139, 20.563, -21.033)
H (9.195, 21.884, -22.450)
H (10.185, 23.151, -22.723)
C (2.883, 17.202, -21.418)
O (1.947, 17.588, -20.786)
N (3.976, 17.878, -21.648)
N (3.032, 16.120, -22.032)
H (3.839, 18.858, -21.446)
H (4.593, 17.574, -22.387)
H (2.299, 15.426, -22.022)
H (3.970, 15.964, -22.372)
C (1.477, 10.152, -17.846)
O (0.868, 10.311, -18.929)
N (2.329, 11.063, -17.367)
N (1.415, 9.116, -17.080)
H (2.701, 11.808, -17.938)
H (2.872, 10.830, -16.547)
H (0.823, 8.332, -17.316)
H (1.947, 9.029, -16.225)
C (13.150, 9.178, -31.995)
O (14.120, 9.384, -31.273)
N (13.017, 8.249, -32.842)
N (12.158, 10.021, -32.119)
H (13.802, 7.642, -33.030)
H (12.243, 8.168, -33.485)
H (12.226, 10.899, -31.626)
H (11.866, 10.108, -33.082)
C (13.747, 16.361, -33.203)
O (14.540, 16.676, -32.415)
N (12.504, 16.757, -33.009)
N (13.928, 15.763, -34.341)
H (11.761, 16.511, -33.648)
H (12.257, 17.162, -32.118)
H (13.074, 15.387, -34.728)
H (14.815, 15.595, -34.793)
C (16.339, 19.653, -24.335)
O (17.101, 20.226, -25.059)
N (16.427, 18.431, -23.998)
N (15.254, 20.275, -23.928)
H (15.675, 18.027, -23.458)
H (17.071, 17.858, -24.525)
H (14.468, 19.700, -23.660)
H (15.279, 21.275, -24.070)
C (3.691, 10.279, -24.907)
O (3.206, 9.252, -25.381)
N (3.185, 11.405, -25.117)
N (4.827, 10.456, -24.349)
H (3.808, 12.171, -25.328)
H (2.194, 11.578, -25.206)
H (5.245, 11.342, -24.102)
H (5.357, 9.600, -24.263)
C (4.361, 22.130, -27.641)
O (3.594, 23.071, -27.697)
N (5.379, 21.887, -28.405)
N (4.323, 21.319, -26.635)
H (5.939, 21.188, -27.938)
H (5.502, 22.283, -29.326)
H (3.499, 21.439, -26.063)
H (5.162, 20.801, -26.416)
C (10.873, 7.077, -18.075)
O (11.093, 7.749, -19.009)
N (9.853, 7.061, -17.273)
N (11.781, 6.332, -17.647)
H (9.934, 6.408, -16.506)
H (9.097, 7.659, -17.575)
H (11.598, 5.769, -16.829)
H (12.567, 6.153, -18.256)
C (5.337, 16.010, -13.119)
O (5.501, 16.990, -13.777)
N (4.248, 15.629, -12.484)
N (6.086, 14.935, -13.062)
H (3.541, 16.310, -12.249)
H (4.391, 14.878, -11.824)
H (7.036, 14.848, -13.393)
H (5.864, 14.292, -12.315)
C (10.596, 6.356, -25.436)
O (10.417, 5.401, -26.115)
N (10.104, 6.485, -24.286)
N (11.467, 7.312, -25.603)
H (10.467, 7.061, -23.540)
H (9.580, 5.641, -24.102)
H (11.782, 7.260, -26.561)
H (11.553, 8.105, -24.984)

Results
- lowest unoccupied orbital energy (eV) = 1.38
- HOMO level (eV) = -4.0
- gap between HOMO and LUMO (eV) = 5.344
- net charge = -1

Atom charges from the Löwdin analysis, given in e for atoms 1 to 6: atom 1 (C): -0.48, atom 2 (O): -0.14, atom 3 (O): -0.32, atom 4 (C): -0.59, atom 5 (F): 0.07, atom 6 (F): 0.14

---

Run two
The following is a DFT calculation (ωB97M-V/def2-TZVPD) of a 13-piece molecular cluster, C16H54F3N24O14 overall.

Geometry (Å):
C (0.753, 0.086, 0.932)
O (-0.197, -0.521, 0.072)
O (2.027, 0.028, 0.375)
C (0.371, 1.628, 1.359)
F (-0.754, 1.836, 2.018)
F (1.398, 2.150, 1.980)
F (0.207, 2.234, 0.187)
C (-1.564, -0.660, 0.433)
C (-2.339, -1.311, -0.667)
H (-2.059, -1.106, -1.700)
H (-2.278, -2.399, -0.695)
H (-3.361, -0.934, -0.616)
H (-1.899, 0.341, 0.706)
H (-1.632, -1.363, 1.263)
H (0.717, -0.432, 1.890)
C (3.523, 4.221, -1.202)
O (3.585, 5.369, -1.681)
N (4.396, 3.526, -0.529)
N (2.502, 3.493, -1.608)
H (4.170, 2.563, -0.327)
H (5.301, 3.879, -0.253)
H (2.604, 2.496, -1.482)
H (1.920, 3.955, -2.292)
C (1.655, -3.148, -2.492)
O (1.923, -3.841, -3.423)
N (0.685, -2.249, -2.478)
N (2.327, -3.005, -1.300)
H (-0.009, -2.208, -3.211)
H (0.564, -1.621, -1.696)
H (2.307, -2.126, -0.804)
H (3.150, -3.558, -1.108)
C (-4.971, 0.242, -4.430)
O (-4.998, 1.330, -5.005)
N (-4.899, 0.125, -3.158)
N (-4.773, -0.927, -4.973)
H (-4.936, 0.915, -2.530)
H (-5.053, -0.783, -2.745)
H (-4.867, -1.695, -4.325)
H (-4.714, -0.904, -5.981)
C (-4.296, -3.784, -3.060)
O (-5.264, -3.104, -3.427)
N (-4.329, -4.769, -2.197)
N (-3.093, -3.425, -3.343)
H (-5.176, -5.280, -1.990)
H (-3.448, -5.249, -2.079)
H (-2.873, -2.865, -4.154)
H (-2.341, -3.964, -2.937)
C (1.117, -3.407, 3.107)
O (0.454, -4.130, 3.787)
N (1.631, -2.342, 3.620)
N (1.444, -3.467, 1.790)
H (1.226, -2.088, 4.510)
H (2.298, -1.755, 3.139)
H (1.068, -4.295, 1.349)
H (1.797, -2.715, 1.216)
C (-1.117, 1.635, -3.734)
O (-1.131, 2.771, -4.084)
N (-1.699, 0.693, -4.387)
N (-0.640, 1.236, -2.618)
H (-1.810, 0.829, -5.382)
H (-1.674, -0.264, -4.065)
H (-0.230, 1.765, -1.862)
H (-0.673, 0.256, -2.374)
C (4.319, 0.818, -2.465)
O (4.802, 1.101, -3.533)
N (3.060, 0.626, -2.214)
N (5.043, 0.397, -1.476)
H (2.474, 0.438, -3.015)
H (2.735, 0.231, -1.343)
H (4.572, -0.076, -0.718)
H (6.030, 0.536, -1.639)
C (0.794, 6.035, 2.029)
O (1.016, 6.918, 2.843)
N (-0.349, 5.654, 1.602)
N (1.702, 5.477, 1.199)
H (-1.154, 6.025, 2.086)
H (-0.487, 4.912, 0.931)
H (2.661, 5.788, 1.247)
H (1.372, 4.793, 0.532)
C (-6.412, -1.494, 0.976)
O (-7.303, -0.734, 1.300)
N (-5.353, -1.752, 1.651)
N (-6.282, -2.317, -0.053)
H (-5.322, -1.222, 2.511)
H (-4.606, -2.177, 1.120)
H (-5.570, -3.017, 0.097)
H (-7.078, -2.416, -0.667)
C (4.913, -1.223, 2.304)
O (5.845, -1.747, 2.985)
N (4.396, -0.063, 2.352)
N (4.272, -1.748, 1.311)
H (3.767, 0.247, 1.624)
H (4.714, 0.752, 2.858)
H (4.715, -2.483, 0.779)
H (3.488, -1.246, 0.918)
C (-2.416, -2.144, 4.455)
O (-3.550, -1.917, 4.797)
N (-1.735, -1.272, 3.747)
N (-1.752, -3.174, 4.731)
H (-2.351, -0.499, 3.537)
H (-0.780, -1.343, 3.426)
H (-0.766, -3.281, 4.540)
H (-2.331, -3.770, 5.305)
C (3.731, 4.446, 3.636)
O (4.446, 5.366, 3.990)
N (2.562, 4.182, 4.167)
N (3.908, 3.670, 2.651)
H (2.425, 4.829, 4.930)
H (1.890, 3.480, 3.889)
H (3.140, 3.024, 2.542)
H (4.785, 3.460, 2.197)

Results
- lowest unoccupied orbital energy (eV) = 0.88
- HOMO level (eV) = -7.5
- gap between HOMO and LUMO (eV) = 8.427
- net charge = -1

Atom charges from the Löwdin analysis, given in e for atoms 1 to 6: atom 1 (C): -0.39, atom 2 (O): -0.13, atom 3 (O): -0.24, atom 4 (C): -0.59, atom 5 (F): 0.16, atom 6 (F): 0.15

---

What is the stability order? It is run two, run one, from most stable to least stable.

---

Run one
The following is a DFT calculation (ωB97M-V/def2-TZVPD) of an isolated molecule of C4H3N.

Geometry (Å):
C (-0.688, 1.513, 0.937)
C (-0.265, 0.675, 0.096)
C (0.002, -0.449, -0.711)
C (0.115, -1.754, -0.160)
N (0.203, -2.830, 0.270)
H (-0.355, 2.250, 1.646)
H (0.796, 0.921, -0.307)
H (0.191, -0.327, -1.771)

Results
- lowest unoccupied orbital energy (alpha / beta) (eV) = -1.08 / -0.87
- HOMO level (alpha / beta) (eV) = -8.9 / -8.6
- gap between HOMO and LUMO (alpha / beta) (eV) = 7.776 / 7.750

Atom charges from the natural (NBO) analysis, given in e for atoms 1 to 6: atom 1 (C): -0.09, atom 2 (C): -0.35, atom 3 (C): -0.37, atom 4 (C): 0.23, atom 5 (N): -0.29, atom 6 (H): 0.22

---

Run two
The following is a DFT calculation (ωB97M-V/def2-TZVPD) of an isolated molecule of C4H3N.

Geometry (Å):
C (-2.213, -1.472, 0.760)
C (-0.248, 0.264, 0.921)
C (-1.194, -0.524, 0.511)
C (-0.009, -0.257, -0.406)
N (-3.073, -2.243, 0.909)
H (-0.009, 0.642, 1.907)
H (-0.098, 0.381, -1.344)
H (0.563, -1.243, -0.555)

Results
- lowest unoccupied orbital energy (eV) = 0.09
- HOMO level (eV) = -10.1
- structure (SMILES) = N#CC1=CC1
- gap between HOMO and LUMO (eV) = 10.147

Atom charges from the natural (NBO) analysis, given in e for atoms 1 to 6: atom 1 (C): 0.25, atom 2 (C): -0.12, atom 3 (C): -0.11, atom 4 (C): -0.38, atom 5 (N): -0.27, atom 6 (H): 0.24

---

What is the stability order? It is run two, run one, from most stable to least stable.

---

Run one
The following is a DFT calculation (ωB97M-V/def2-TZVPD) of an isolated molecule of C4H9N3O.

Geometry (Å):
C (1.970, 0.047, 1.640)
C (-1.757, 0.920, 0.303)
N (1.520, 0.200, 0.268)
C (-0.209, -0.698, -0.947)
C (-0.984, 0.614, -0.944)
N (-0.748, -1.747, -1.654)
N (0.917, -0.862, -0.308)
O (-1.008, 1.295, -1.961)
H (1.129, 1.125, 0.095)
H (-1.222, -1.461, -2.506)
H (-0.048, -2.462, -1.828)
H (2.601, 0.896, 1.921)
H (2.561, -0.866, 1.763)
H (1.116, 0.012, 2.323)
H (-1.563, 1.952, 0.605)
H (-2.822, 0.776, 0.111)
H (-1.454, 0.259, 1.120)

Results
- lowest unoccupied orbital energy (eV) = 0.76
- HOMO level (eV) = -7.7
- structure (SMILES) = CN/N=C(/N)C(C)=O
- gap between HOMO and LUMO (eV) = 8.462

Atom charges from the natural (NBO) analysis, given in e for atoms 1 to 6: atom 1 (C): -0.41, atom 2 (C): -0.73, atom 3 (N): -0.45, atom 4 (C): 0.26, atom 5 (C): 0.53, atom 6 (N): -0.80

---

Run two
The following is a DFT calculation (ωB97M-V/def2-TZVPD) of C4H9N3O as an isolated structure.

Geometry (Å):
C (-1.765, -0.008, -0.449)
N (-1.061, -0.888, -1.173)
C (-0.632, 0.488, 1.087)
C (-1.174, 0.940, 2.092)
H (-0.441, -0.439, -1.840)
H (-0.404, -1.492, -0.542)
H (-2.571, -0.409, 0.149)
H (-1.918, 0.981, -0.864)
H (-1.738, 1.315, 2.913)
N (1.211, 1.090, -0.474)
C (0.866, 0.134, 0.557)
O (1.740, -1.316, -1.059)
N (0.970, -1.230, 0.181)
H (2.097, -2.207, -0.988)
H (2.006, 0.758, -1.007)
H (1.407, 1.999, -0.077)
H (1.406, 0.285, 1.494)

Results
- lowest unoccupied orbital energy (alpha / beta) (eV) = -0.17 / -0.32
- HOMO level (alpha / beta) (eV) = -7.6 / -6.9
- gap between HOMO and LUMO (alpha / beta) (eV) = 7.483 / 6.535

Atom charges from the natural (NBO) analysis, given in e for atoms 1 to 6: atom 1 (C): -0.08, atom 2 (N): -0.73, atom 3 (C): -0.11, atom 4 (C): -0.21, atom 5 (H): 0.39, atom 6 (H): 0.40

---

What is the stability order? It is run one, run two, from most stable to least stable.